Entry 1:
DFT (ωB97M-V with the def2-TZVPD basis set) results for a cluster of 2 separate species, C5H4O3 in total at a distorted geometry.

## Properties
- maximum force (eV Å⁻¹) = 7.31
- gap between HOMO and LUMO (Eh) = 0.2743
- total energy (Ha) = -418.43951
- relative energy (zero: lowest compared OMol25 entry of this formula, charge and spin) (kJ/mol) = 583.69

```
12
Properties=species:S:1:pos:R:3:forces:R:3
O 2.659178 -1.567864 0.063806 3.780 -4.358 -0.129
O -2.402497 -1.269905 0.343411 -3.194 3.602 -5.496
O 0.417704 -1.232133 -0.238964 0.127 0.044 -1.416
C 0.513690 1.049001 -0.118545 2.014 0.804 0.224
C 1.805696 -0.828933 -0.066676 -4.000 2.769 1.224
C 1.812171 0.576999 0.207738 -2.110 5.201 0.092
C -1.752854 -0.054496 -0.022781 3.760 -1.582 0.956
C -0.374354 -0.112840 -0.408073 -1.760 1.323 3.260
H -3.384097 -0.951200 -0.745325 3.104 -1.861 4.183
H 2.676250 1.330878 0.709780 -2.399 -2.763 -1.878
H -2.168015 0.893885 0.414946 0.231 -0.862 -1.214
H 0.197126 2.166605 -0.139315 0.446 -2.319 0.194
```
Positions in Å, forces in eV/Å.

---

Entry 2:
DFT (ωB97M-V with the def2-TZVPD basis set) results for an isolated molecule of C5H4OS at a distorted geometry.

## Properties
- maximum force (eV Å⁻¹) = 4.67
- gap between HOMO and LUMO (Eh) = 0.2687
- total energy (Ha) = -666.16319
- relative energy (zero: lowest compared OMol25 entry of this formula, charge and spin) (kJ/mol) = 456.22

```
11
Properties=species:S:1:pos:R:3:forces:R:3
S -2.291701 1.195059 0.109482 -1.290 -0.365 -0.434
O -0.579236 -2.363536 -0.423565 0.112 4.574 0.949
C 1.521695 -0.159851 0.112112 0.962 0.501 -1.542
C 0.110887 0.052367 0.076677 -2.064 -0.568 0.414
C -0.753449 -1.168319 -0.218943 -2.891 -1.780 -1.008
C -0.553583 1.187025 0.208226 0.315 0.485 0.688
C -2.696622 -0.319254 -0.314311 1.877 -1.641 0.129
H -0.273179 2.198219 0.488576 1.067 -0.373 -0.155
H 2.038486 0.732757 0.426606 0.518 -0.216 0.642
H 1.708976 -0.229045 -0.952154 0.817 -0.209 -0.516
H 1.767729 -1.125420 0.487289 0.578 -0.408 0.833
```
Positions in Å, forces in eV/Å.

---

Entry 3:
DFT (ωB97M-V with the def2-TZVPD basis set) results for a structure of composition C5H4OS2 at a distorted geometry.

## Properties
- maximum force (eV Å⁻¹) = 3.82
- gap between HOMO and LUMO (Eh) = 0.3039
- total energy (Ha) = -1064.37102
- relative energy (zero: lowest compared OMol25 entry of this formula, charge and spin) (kJ/mol) = 352.25

```
12
Properties=species:S:1:pos:R:3:forces:R:3
S 0.054078 -1.180289 1.652849 -1.023 -1.284 2.248
S 0.998148 -2.999906 -0.651457 0.632 0.038 0.906
O 0.341005 -0.186099 -1.541389 -1.506 0.247 -0.454
C 0.229095 0.494700 0.976264 0.066 -1.117 -1.155
C 0.927148 -0.264112 -0.243654 -1.970 0.153 -1.964
C -1.000807 1.194078 0.472200 -2.316 1.316 -1.270
C -1.993284 1.663848 -0.145557 2.636 0.378 2.466
C 0.915064 -1.662476 0.260879 -1.881 -0.533 -1.032
H 1.047247 0.873249 1.649864 -1.502 1.142 -0.988
H 1.904731 0.067141 -0.277315 2.099 1.027 -0.887
H -2.764857 2.469542 -0.411245 1.467 -2.072 0.324
H -0.657568 -0.469676 -1.741438 3.297 0.705 1.803
```
Positions in Å, forces in eV/Å.

---

Entry 4:
DFT (ωB97M-V with the def2-TZVPD basis set) results for an isolated molecule of C5H4S at a distorted geometry.

## Properties
- structure (SMILES) = C#CC#CCS
- maximum force (eV Å⁻¹) = 2.38
- gap between HOMO and LUMO (Eh) = 0.3642
- total energy (Ha) = -590.96622
- relative energy (zero: lowest compared OMol25 entry of this formula, charge and spin) (kJ/mol) = 223.85

```
10
Properties=species:S:1:pos:R:3:forces:R:3
S -2.842656 -0.703816 -0.099444 0.197 0.229 0.077
C -1.680229 0.727315 0.019946 -1.373 1.705 -0.839
C 3.297641 -0.631721 -0.074772 -0.579 0.626 0.208
C 0.863561 0.163315 -0.058718 -1.378 -0.173 -0.504
C 2.139002 -0.278351 -0.042429 2.330 -0.465 -0.132
C -0.310185 0.403581 -0.199666 0.928 -0.173 0.837
H -2.009410 1.436706 -0.821272 0.217 -0.994 1.173
H -1.776281 1.324682 0.969952 -0.058 -0.867 -0.783
H -2.043304 -1.690951 0.351254 0.051 0.367 0.029
H 4.361859 -0.750761 -0.044850 -0.334 -0.256 -0.065
```
Positions in Å, forces in eV/Å.

---

Entry 5:
DFT (ωB97M-V with the def2-TZVPD basis set) results for a cluster of 2 separate species, C5H5BBrF4N in total.

## Properties
- maximum force (eV Å⁻¹) = 0.77
- gap between HOMO and LUMO (Eh) = 0.3127
- total energy (Ha) = -3246.81245

```
17
Properties=species:S:1:pos:R:3:forces:R:3
Br -3.674851 1.094818 2.250156 0.052 -0.030 -0.132
F 0.350519 -0.901818 -3.056996 -0.252 0.192 0.383
F 2.446263 -0.605899 -2.168493 -0.107 0.113 0.278
F 2.191736 -1.355238 -4.349500 0.088 0.109 0.096
F 1.660848 -2.729044 -2.589377 -0.011 0.032 0.168
N 0.618725 0.343076 0.851883 0.438 -0.068 -0.134
C -1.926248 0.802681 1.651205 0.028 0.148 0.286
C -0.873211 1.063272 2.526074 0.414 -0.222 -0.288
C -0.367035 0.106811 -0.014339 -0.742 -0.097 -0.186
C 0.408471 0.816689 2.087996 -0.501 0.123 0.370
C -1.672930 0.338345 0.373803 -0.086 0.073 0.057
B 1.682403 -1.412823 -3.062114 -0.023 -0.177 -0.185
H 1.570065 0.145656 0.550743 -0.001 -0.023 -0.197
H 1.260912 0.982595 2.724199 0.203 -0.032 -0.082
H -1.042591 1.422076 3.525459 -0.018 0.077 0.109
H -2.494047 0.166340 -0.301563 0.073 -0.127 -0.206
H -0.139030 -0.277538 -0.999138 0.443 -0.092 -0.338
```
Positions in Å, forces in eV/Å.

---

Entry 6:
DFT (ωB97M-V with the def2-TZVPD basis set) results for an isolated molecule of C5H5Br at a distorted geometry.

## Properties
- structure (SMILES) = BrC=C=C1CC1
- maximum force (eV Å⁻¹) = 2.65
- gap between HOMO and LUMO (Eh) = 0.3616
- total energy (Ha) = -2767.40263
- relative energy (zero: lowest compared OMol25 entry of this formula, charge and spin) (kJ/mol) = 136.97

```
11
Properties=species:S:1:pos:R:3:forces:R:3
Br 4.491788 -0.180346 0.040460 -0.508 0.375 0.032
C 2.911213 0.958963 -0.065870 2.148 -0.618 -0.173
C -0.587053 -0.323083 0.734519 -0.114 -0.712 0.810
C -0.715840 -0.529287 -0.822379 0.085 2.515 0.835
C 0.504524 0.089707 -0.153406 -0.502 -0.171 -0.243
C 1.749133 0.457200 -0.163130 -2.534 -0.561 -0.063
H -1.211305 0.476631 1.178452 0.174 -0.328 -0.866
H -0.560504 -1.300450 -1.573531 -0.187 -0.575 0.946
H -0.461067 -1.065965 1.545832 0.285 -0.048 -1.044
H 3.171274 1.981802 -0.148650 0.132 0.738 0.060
H -1.503128 0.212326 -1.109665 1.021 -0.615 -0.294
```
Positions in Å, forces in eV/Å.

---

Entry 7:
DFT (ωB97M-V with the def2-TZVPD basis set) results for a cluster of 2 separate species, C5H5Br2N2P in total at a distorted geometry.

## Properties
- structure (SMILES) = Brc1cncc(Br)c1.N#[PH2]
- maximum force (eV Å⁻¹) = 3.12
- gap between HOMO and LUMO (Eh) = 0.3188
- total energy (Ha) = -5792.26129
- relative energy (zero: lowest compared OMol25 entry of this formula, charge and spin) (kJ/mol) = 115.51

```
15
Properties=species:S:1:pos:R:3:forces:R:3
Br 0.188447 3.812883 0.210139 -0.136 -0.703 0.054
Br 3.749875 -0.522140 0.689720 0.528 -0.252 0.025
P -0.341652 -1.899455 0.275923 1.600 -1.126 1.257
N 0.210829 -0.052822 -1.268758 3.022 0.210 0.239
N -0.822028 -0.932458 1.283798 -0.590 0.402 0.866
C 2.217415 0.281890 -0.034738 1.568 0.640 1.239
C -0.101804 1.138620 -0.804777 -2.029 -0.417 -0.212
C 0.682030 1.974043 -0.038514 0.940 1.878 0.456
C 1.487149 -0.430028 -0.891256 -1.268 -1.290 -2.545
C 1.909022 1.564102 0.412752 0.474 -1.157 -0.218
H 2.722558 1.987743 1.024178 -1.202 0.628 -0.242
H 1.012506 -2.455487 0.155446 -1.071 0.186 0.379
H -0.978858 -2.666962 -0.629290 -1.071 -0.655 -1.104
H 1.902936 -1.396411 -1.263682 -0.602 1.069 0.108
H -1.147005 1.365421 -0.926514 -0.166 0.585 -0.300
```
Positions in Å, forces in eV/Å.

---

Entry 8:
DFT (ωB97M-V with the def2-TZVPD basis set) results for a structure of composition C5H5Br3N2OS2 at a distorted geometry.

## Properties
- maximum force (eV Å⁻¹) = 5.88
- gap between HOMO and LUMO (Eh) = 0.2785
- total energy (Ha) = -8896.49087
- relative energy (zero: lowest compared OMol25 entry of this formula, charge and spin) (kJ/mol) = 416.93

```
18
Properties=species:S:1:pos:R:3:forces:R:3
Br -3.235069 1.454330 1.358065 -0.194 0.612 0.524
Br -2.270071 -3.151604 0.342571 0.679 -0.982 0.094
Br -5.725316 0.787357 -0.389344 0.185 -0.113 -0.427
S -0.055143 0.301928 -1.858143 -0.890 -0.240 3.361
S -3.024842 -0.369403 -0.774930 -0.550 -0.964 -1.157
O -3.068700 -0.789580 -2.187118 -0.372 -0.062 1.908
N -0.728500 -0.146553 0.681888 -1.272 0.179 -0.682
N 0.551467 0.200519 0.692657 1.605 0.009 -0.081
C -3.600431 -1.860304 0.459347 -1.230 -0.473 -5.734
C 2.588375 0.789612 -0.550668 -0.713 0.507 -0.533
C -3.802538 1.141449 -0.475704 -0.045 -0.064 0.464
C -1.304506 -0.091938 -0.462450 2.481 0.366 -1.178
C 1.097136 0.462892 -0.462515 -0.777 -0.663 -1.505
H 2.696902 1.834065 -0.937062 -0.121 -0.414 1.080
H 3.184990 0.284412 -1.356659 -0.818 -0.420 1.108
H -4.558427 -2.226457 -0.120467 1.965 0.834 1.061
H -3.844589 -1.642874 1.414775 -0.405 1.409 2.910
H 2.891683 0.599676 0.510462 0.471 0.480 -1.213
```
Positions in Å, forces in eV/Å.

---

Entry 9:
DFT (ωB97M-V with the def2-TZVPD basis set) results for a cluster of 2 separate species, C5H5Br3O in total at a distorted geometry.

## Properties
- maximum force (eV Å⁻¹) = 3.92
- gap between HOMO and LUMO (spin up / spin down) (Eh) = 0.1446 / 0.1372
- total energy (Ha) = -7990.60655
- relative energy (zero: lowest compared OMol25 entry of this formula, charge and spin) (kJ/mol) = 465.86

```
14
Properties=species:S:1:pos:R:3:forces:R:3
Br 3.554207 1.301840 1.299286 -1.507 -0.179 -0.479
Br -0.190661 3.179063 -1.059036 0.469 -0.380 0.241
Br -3.071763 1.031925 1.987590 1.376 0.064 -0.797
O 2.102717 -1.335916 1.248194 1.211 -0.864 0.550
C 1.534155 -0.538752 0.573846 -2.934 0.174 -0.187
C -1.049409 -0.464207 0.633896 -0.582 1.625 -0.323
C 0.208374 -0.836912 -0.093622 -1.037 -1.324 -3.546
C -1.336163 0.744429 1.116282 0.392 -0.145 0.957
C 1.921637 0.867001 0.521442 3.516 0.341 0.988
H 0.045533 -0.319476 -1.227007 0.952 -1.422 2.930
H -0.560550 1.553094 1.146331 -1.407 -0.567 0.284
H -1.862860 -1.125857 0.404953 -0.236 -0.521 0.543
H 0.082284 -1.993038 -0.192639 0.857 2.048 -0.133
H 1.537947 1.624677 -0.092387 -1.069 1.149 -1.028
```
Positions in Å, forces in eV/Å.